[1]
Computed, not measured: C5H11Cl in the gas phase in a non-equilibrium geometry, with ωB97M-V/def2-TZVPD.

Each line ends with the natural charge from an NBO analysis.
Atoms and positions in Å:
Cl1 1.896 0.445 2.114  -0.18
C1 -0.456 0.170 0.824  -0.42
C2 -1.472 1.007 -1.091  -0.65
C3 1.088 0.061 0.412  -0.09
C4 1.808 -1.198 -0.036  -0.66
C5 -1.491 -0.214 -0.274  -0.45
H1 -1.882 0.739 -2.111  0.22
H2 1.314 -1.443 -1.122  0.21
H3 2.850 -1.133 -0.127  0.23
H4 1.393 0.928 -0.081  0.20
H5 -0.985 -0.448 1.765  0.24
H6 -0.411 1.446 0.933  0.22
H7 -0.329 1.263 -1.054  0.20
H8 1.789 -1.895 0.815  0.24
H9 -1.070 -1.318 -0.751  0.21
H10 -1.776 2.104 -0.772  0.24
H11 -2.266 -0.513 0.556  0.22

Atoms 1-3, force components in eV/Å:
-0.12 -0.02 -0.73
0.29 0.93 1.22
0.98 2.23 -2.77

Properties
Orbital gap   11.059 eV
E_tot   -17882.0005 eV
E_LUMO   0.97 eV
Charge   0



[2]
Computed, not measured: 2 unconnected molecules or ions with the total composition C5H11Cl2N in a non-equilibrium geometry, with ωB97M-V/def2-TZVPD.

Each line ends with the natural charge from an NBO analysis.
Atoms and positions in Å:
Cl1 -1.222 -1.941 0.558  -0.02
Cl2 0.317 2.203 0.549  -0.05
N1 0.642 0.127 -1.004  -0.47
C1 1.957 -0.048 -0.408  -0.42
C2 -1.740 0.312 2.088  -0.65
C3 0.387 -0.533 -2.249  -0.39
C4 -0.210 0.753 -0.237  0.03
C5 -0.778 -0.511 1.353  -0.28
H1 0.079 -1.556 -2.156  0.20
H2 1.924 -0.444 0.590  0.19
H3 0.152 -0.598 1.801  0.18
H4 2.535 -0.806 -0.845  0.21
H5 -0.291 0.066 -2.863  0.21
H6 1.166 -0.483 -2.892  0.20
H7 2.410 0.906 -0.235  0.21
H8 -1.262 1.118 2.569  0.23
H9 -1.243 0.862 -0.560  0.21
H10 -2.491 -0.175 2.726  0.22
H11 -2.332 0.749 1.215  0.19

Atoms 1-3, force components in eV/Å:
-0.66 -1.04 -0.45
0.37 1.17 0.42
3.11 -1.14 -1.16

Properties
Orbital gap   8.208 eV
E_tot   -31895.6343 eV
E_LUMO   0.81 eV
Charge   0



[3]
Computed, not measured: 2 unconnected molecules or ions with the total composition C5H11Cl2OPS in a non-equilibrium geometry, with ωB97M-V/def2-TZVPD.

Each line ends with the natural charge from an NBO analysis.
Atoms and positions in Å:
Cl1 4.081 -0.026 1.175  -0.27
Cl2 1.802 -1.627 -0.347  -0.23
S1 -1.373 -0.058 0.944  -0.04
P1 2.782 0.049 -0.402  1.74
O1 3.550 0.159 -1.688  -1.04
C1 1.396 1.712 1.255  -0.32
C2 -1.860 -1.740 0.685  -0.53
C3 1.646 1.393 0.025  -0.39
C4 1.059 1.933 -1.203  -0.65
C5 -2.883 -1.887 -0.357  -0.60
H1 1.566 1.150 2.215  0.23
H2 -2.250 -2.069 1.621  0.22
H3 -0.866 -2.196 0.281  0.23
H4 -3.843 -1.305 -0.031  0.20
H5 0.117 2.668 -1.080  0.23
H6 -2.618 0.445 0.894  0.11
H7 1.859 2.263 -1.904  0.25
H8 -3.098 -2.914 -0.502  0.21
H9 -2.523 -1.531 -1.291  0.21
H10 0.686 1.021 -1.664  0.23
H11 0.769 2.560 1.375  0.20

Atoms 1-3, force components in eV/Å:
-0.36 -0.19 -0.14
-0.95 -1.43 0.26
0.14 1.28 0.02

Properties
Orbital gap   9.837 eV
E_tot   -52580.4966 eV
E_LUMO   0.56 eV
Charge   0



[4]
Computed, not measured: a molecular structure, C5H11F3N2PdS3Sb, with ωB97M-V/def2-TZVPD.

Each line ends with the Löwdin spin population.
Atoms and positions in Å:
Sb1 3.661 -4.108 1.605  0.04
Pd1 1.073 -1.781 0.168  0.00
S1 2.405 -3.509 -0.389  0.03
S2 2.632 -6.194 2.039  0.89
S3 1.759 -2.624 2.155  0.05
F1 -0.824 -3.765 0.861  0.00
F2 -0.745 -3.176 -1.215  0.00
F3 -1.575 -1.825 0.272  0.00
N1 0.459 0.447 -0.172  0.00
N2 -1.266 2.772 -0.444  0.00
C1 -0.242 1.032 0.987  0.00
C2 -0.649 -2.774 0.040  0.00
C3 -0.267 0.730 -1.426  0.00
C4 -0.534 2.214 -1.636  0.00
C5 -0.506 2.523 0.832  0.00
H1 -1.182 0.491 1.122  0.00
H2 -1.141 2.383 -2.523  0.00
H3 0.308 0.361 -2.275  0.00
H4 0.417 3.098 0.761  0.00
H5 -2.199 2.354 -0.381  0.00
H6 0.346 0.874 1.890  0.00
H7 1.396 0.842 -0.230  0.00
H8 -1.205 0.171 -1.408  0.00
H9 0.390 2.784 -1.727  0.00
H10 -1.097 2.905 1.663  0.00
H11 -1.413 3.776 -0.570  0.00

Atoms 1-3, force components in eV/Å:
0.13 0.16 0.28
0.16 -0.23 -0.08
-0.28 0.15 -0.15

Properties
Orbital gap (alpha / beta)   6.818 / 6.310 eV
2S+1   2
E_tot   -59002.0685 eV
E_LUMO (alpha / beta)   -8.29 / -8.43 eV
<S²>   0.755
Charge   +2



[5]
Computed, not measured: 2 unconnected molecules or ions with the total composition C5H11FN in a non-equilibrium geometry, with ωB97M-V/def2-TZVPD.

Each line ends with the natural charge from an NBO analysis.
Atoms and positions in Å:
F1 0.138 0.731 -2.408  -0.29
N1 0.170 0.481 0.831  -0.39
C1 -0.278 1.029 2.146  -0.38
C2 1.677 0.259 0.612  -0.39
C3 -0.594 -0.665 0.383  -0.22
C4 -1.011 -1.333 -2.976  -0.57
C5 -0.335 -0.456 -2.284  0.50
H1 -1.640 -2.152 -2.512  0.27
H2 -1.272 1.164 2.199  0.23
H3 -0.001 1.373 0.342  0.44
H4 2.238 1.080 1.134  0.24
H5 1.881 0.305 -0.414  0.23
H6 -0.829 -1.432 -4.032  0.26
H7 -1.577 -0.538 0.049  0.21
H8 0.001 0.448 2.896  0.22
H9 -0.519 -1.497 0.969  0.19
H10 0.173 1.930 2.281  0.22
H11 1.778 -0.727 0.785  0.23

Atoms 1-3, force components in eV/Å:
0.78 0.34 -0.57
0.17 1.88 -0.74
1.62 -0.60 -2.01

Properties
Orbital gap (alpha / beta)   9.679 / 8.150 eV
E_tot   -9557.6771 eV
E_LUMO (alpha / beta)   -3.96 / -4.66 eV
Charge   +1



[6]
Computed, not measured: 2 unconnected molecules or ions with the total composition C5H11FO2Si in a non-equilibrium geometry, with ωB97M-V/def2-TZVPD.

Each line ends with the Löwdin charge.
Atoms and positions in Å:
Si1 -1.099 -0.332 1.174  0.38
F1 -2.250 -0.694 0.127  -0.12
O1 -1.398 1.112 1.819  -0.25
O2 -1.249 -1.375 2.390  -0.25
C1 1.114 0.933 -3.037  -0.02
C2 1.978 -0.173 -1.021  0.01
C3 -0.754 -2.699 2.240  -0.14
C4 1.442 -0.171 -2.353  -0.28
C5 -1.957 2.354 1.380  -0.11
H1 1.008 1.826 -2.506  0.03
H2 -0.750 -2.967 1.151  0.08
H3 1.782 -1.031 -2.992  0.11
H4 -1.408 3.203 1.780  0.08
H5 -2.992 2.349 1.695  0.08
H6 -1.484 -3.330 2.769  0.09
H7 0.790 0.966 -4.117  0.08
H8 -1.870 2.424 0.259  0.09
H9 0.242 -2.648 2.687  0.08
H10 2.474 -0.922 -0.573  -0.01
H11 2.284 0.771 -0.603  0.05

Atoms 1-3, force components in eV/Å:
0.13 0.66 -0.46
-0.27 -0.03 -0.59
0.15 0.94 0.41

Properties
Orbital gap (alpha / beta)   7.585 / 7.444 eV
E_tot   -20052.4931 eV
E_LUMO (alpha / beta)   -0.26 / -0.59 eV
Charge   0



[7]
Computed, not measured: 2 unconnected molecules or ions with the total composition C5H11IN in a non-equilibrium geometry, with ωB97M-V/def2-TZVPD.

Each line ends with the natural charge from an NBO analysis.
Atoms and positions in Å:
I1 3.996 -0.125 -0.033  0.05
N1 1.292 0.713 0.482  -0.62
C1 -1.966 -1.714 -0.257  -0.80
C2 -0.071 1.165 0.221  -0.43
C3 0.569 -1.943 0.308  -0.53
C4 -0.674 -2.076 0.117  0.48
C5 2.236 1.121 -0.540  -0.26
H1 -2.666 -2.581 -0.164  0.33
H2 2.048 0.783 -1.471  0.22
H3 1.467 0.795 1.466  0.42
H4 1.207 -2.704 0.760  0.33
H5 -2.101 -1.629 -1.282  0.28
H6 0.993 -0.883 0.492  0.37
H7 2.686 2.051 -0.385  0.23
H8 -0.603 1.059 1.039  0.20
H9 0.009 2.342 0.110  0.22
H10 -0.612 0.778 -0.713  0.21
H11 -2.442 -0.897 0.188  0.30

Atoms 1-3, force components in eV/Å:
0.00 0.15 -0.26
-1.93 -1.30 -1.50
-2.01 -2.86 -0.23

Properties
Orbital gap   7.030 eV
E_tot   -14942.5651 eV
E_LUMO   -5.84 eV
Charge   +1



[8]
Computed, not measured: a molecular structure, C5H11LaO3 in a non-equilibrium geometry, with ωB97M-V/def2-TZVPD.

Each line ends with the Löwdin spin population.
Atoms and positions in Å:
La1 -0.859 1.089 -1.685  0.85
O1 1.914 2.632 -1.341  0.01
O2 0.742 0.173 -0.152  0.03
O3 -1.756 -0.547 -0.323  0.05
C1 -1.083 -0.910 0.883  0.01
C2 2.146 0.428 -0.345  0.01
C3 0.393 -0.992 0.582  0.01
C4 2.487 1.920 -0.339  0.00
C5 -3.169 -0.707 -0.271  0.02
H1 2.704 -0.121 0.432  0.00
H2 2.362 0.008 -1.338  0.00
H3 -3.575 -0.351 -1.224  0.01
H4 -1.445 -1.886 1.234  0.00
H5 -3.588 -0.119 0.557  0.00
H6 3.611 1.911 -0.358  0.00
H7 -3.413 -1.769 -0.138  0.00
H8 -1.292 -0.149 1.651  0.00
H9 0.953 -1.044 1.524  0.00
H10 2.246 2.311 0.685  0.00
H11 0.623 -1.875 -0.034  0.00

Atoms 1-3, force components in eV/Å:
2.52 2.35 -0.84
-2.15 -1.16 -0.46
-1.33 0.45 0.43

Properties
Orbital gap (alpha / beta)   5.829 / 6.251 eV
2S+1   2
E_tot   -12355.3498 eV
E_LUMO (alpha / beta)   -4.19 / -4.48 eV
<S²>   0.751
Charge   +1